# 1
# C21H35FO12V

C21H35FO12V as an isolated structure (ωB97M-V with the def2-TZVPD basis set, OMol25).

The HOMO energy (alpha / beta) is -0.2570 / -0.2568 Eh.

Structure (ORCA input):
```
! wB97M-V def2-TZVPD RIJCOSX def2/J DEFGRID3
* xyz 0 2
O -10.377 -22.456 -21.705
V -9.303 -22.030 -22.773
F -9.925 -23.362 -24.335
C -7.961 -19.060 -21.075
O -8.315 -20.284 -21.677
H -8.459 -18.181 -21.482
H -8.392 -18.925 -20.083
H -6.888 -18.871 -21.037
O -15.053 -23.109 -21.921
C -14.946 -23.826 -22.896
O -14.001 -24.776 -22.996
C -12.885 -24.834 -22.232
C -12.031 -26.065 -22.458
C -15.951 -23.900 -24.029
H -13.171 -24.924 -21.184
H -12.176 -24.013 -22.337
H -12.411 -26.977 -21.997
H -11.110 -25.835 -21.923
H -11.878 -26.136 -23.535
H -16.132 -24.910 -24.395
H -15.653 -23.115 -24.724
H -16.934 -23.495 -23.787
O -7.872 -23.650 -22.127
C -6.997 -24.450 -22.352
O -7.292 -25.662 -22.759
C -6.112 -26.558 -22.830
C -4.963 -25.558 -22.845
C -5.573 -24.195 -22.502
H -6.121 -27.097 -23.778
H -6.091 -27.251 -21.989
H -4.513 -25.552 -23.838
H -4.129 -25.689 -22.156
H -5.494 -23.544 -23.373
H -5.126 -23.671 -21.657
O -10.539 -20.564 -24.139
C -11.400 -19.876 -23.548
O -11.675 -20.126 -22.310
C -12.554 -19.132 -21.732
C -12.339 -17.922 -22.670
C -11.987 -18.653 -24.053
H -12.351 -18.954 -20.676
H -13.576 -19.501 -21.825
H -11.568 -17.243 -22.304
H -13.196 -17.249 -22.656
H -11.311 -18.119 -24.720
H -12.810 -19.009 -24.673
O -10.280 -22.003 -18.638
C -11.483 -21.832 -18.727
O -12.324 -22.491 -19.612
C -13.706 -22.380 -19.247
C -13.675 -22.065 -17.773
C -12.369 -21.140 -17.695
H -14.279 -23.298 -19.378
H -14.296 -21.673 -19.831
H -13.413 -22.942 -17.181
H -14.561 -21.698 -17.255
H -11.829 -21.084 -16.750
H -12.401 -20.075 -17.925
O -7.458 -21.578 -24.220
C -6.588 -21.079 -24.881
O -5.363 -21.680 -25.093
C -4.557 -20.884 -25.957
C -5.545 -19.798 -26.490
C -6.600 -19.657 -25.491
H -4.161 -21.589 -26.687
H -3.738 -20.425 -25.402
H -5.929 -20.093 -27.467
H -4.917 -18.912 -26.587
H -7.599 -19.398 -25.843
H -6.308 -18.887 -24.777
*
```

***

# 2
# C21H35N5O8PS

A 3-piece molecular cluster, C21H35N5O8PS overall (ωB97M-V with the def2-TZVPD basis set, OMol25).

The HOMO energy is -0.1707 Eh.

Structure (ORCA input):
```
! wB97M-V def2-TZVPD RIJCOSX def2/J DEFGRID3
* xyz -1 1
C 1.921 -1.170 0.661
C 1.376 -2.352 0.397
C 0.411 -3.609 -0.002
C -0.910 -3.041 -0.808
C -2.163 -4.087 -0.670
O -3.168 -4.034 -1.490
O -2.203 -5.104 0.317
N -1.207 -1.696 -0.209
C -1.967 -0.800 -1.137
C -2.569 0.535 -0.388
C -4.145 0.329 0.031
O -2.364 1.663 -1.282
C -1.511 2.682 -0.703
C -0.565 3.351 -1.855
C 0.434 4.523 -1.472
C 1.387 5.155 -2.553
C 1.377 4.667 -4.080
C 0.351 3.519 -4.502
C -0.576 2.896 -3.365
O -2.106 -1.971 0.813
C -1.524 -1.675 2.115
C -1.353 -2.963 3.076
C -1.525 -2.523 4.652
C -0.317 -3.245 5.477
P -0.432 -3.019 -2.643
O 0.055 -4.643 -3.059
O -1.717 -2.643 -3.711
S 1.130 -1.896 -3.047
H 2.249 -0.185 1.173
H 1.068 -4.289 -0.681
H 0.126 -4.250 0.912
H -2.879 -1.357 -1.608
H -1.318 -0.380 -2.012
H -1.998 0.600 0.613
H -4.855 1.010 -0.574
H -4.455 -0.780 0.048
H -4.232 0.696 1.139
H -2.157 3.536 -0.281
H -0.790 2.307 0.110
H 0.454 4.913 -0.380
H 2.160 5.993 -2.322
H 2.088 5.128 -4.856
H 0.299 3.168 -5.593
H -1.307 2.061 -3.677
H -0.541 -1.072 2.012
H -2.275 -0.953 2.648
H -0.328 -3.466 2.937
H -2.201 -3.715 2.856
H -1.458 -1.381 4.800
H -2.580 -2.854 5.019
H -0.355 -3.017 6.614
H -0.412 -4.388 5.303
H 0.669 -2.861 4.989
H 0.992 -4.791 -2.792
H -2.290 -3.439 -3.878
C 3.009 7.622 -6.495
O 3.000 6.777 -5.614
N 1.904 8.316 -6.852
N 4.126 7.938 -7.193
H 1.890 9.014 -7.574
H 1.051 8.108 -6.356
H 4.971 7.443 -6.956
H 4.154 8.630 -7.920
C 2.777 -3.512 7.588
O 1.635 -3.267 7.233
N 3.773 -2.596 7.529
N 3.149 -4.721 8.070
H 4.718 -2.777 7.816
H 3.536 -1.682 7.175
H 2.436 -5.431 8.130
H 4.083 -4.942 8.367
*
```

***

# 3
# C21H36Cl2HgN3O4

C21H36Cl2HgN3O4 as an isolated structure (ωB97M-V with the def2-TZVPD basis set, OMol25).

The HOMO energy (alpha / beta) is -0.0579 / -0.0580 Eh.

Structure (ORCA input):
```
! wB97M-V def2-TZVPD RIJCOSX def2/J DEFGRID3
* xyz -1 1
O 2.981 0.352 -2.784
C 2.676 1.531 -2.948
C 2.331 2.534 -1.921
C 1.246 2.405 -1.041
H 0.532 1.592 -1.053
C 0.983 3.427 -0.151
H 0.145 3.369 0.529
C 1.778 4.576 -0.145
H 1.663 5.392 0.588
C 2.757 4.744 -1.147
H 3.333 5.661 -1.243
C 2.973 3.742 -2.072
H 3.575 3.850 -2.965
H 2.239 1.757 -3.981
C -0.849 -0.972 -3.690
C -2.011 -0.206 -3.043
H -0.641 -0.528 -4.664
H -0.947 -2.011 -3.842
H -0.041 -0.712 -3.034
C -1.914 1.166 -3.392
C -2.542 1.730 -4.590
H -1.071 1.675 -2.947
H -1.808 2.000 -5.375
H -3.072 2.673 -4.420
H -3.239 0.983 -4.992
Hg -1.707 -0.492 -1.033
Cl -2.249 1.584 0.228
Cl -3.504 -1.809 -2.490
C -2.957 -1.236 1.670
O -2.015 -1.634 0.927
N -3.540 -2.076 2.518
C -3.171 -3.482 2.431
C -4.717 -1.703 3.289
H -3.301 -0.196 1.635
H -2.111 -3.554 2.173
H -3.744 -3.978 1.634
H -3.379 -3.955 3.391
H -4.677 -0.621 3.456
H -4.716 -2.241 4.244
H -5.656 -1.930 2.760
H 2.768 -3.885 0.925
H 4.623 -2.155 0.235
C 2.207 -3.589 0.043
C 4.060 -2.054 -0.701
N 2.645 -2.305 -0.461
H 1.143 -3.529 0.279
C 1.673 -1.458 -0.803
O 0.493 -1.687 -0.476
H 4.160 -1.053 -1.126
H 1.968 -0.578 -1.401
H 2.357 -4.356 -0.719
H 4.422 -2.811 -1.406
C 2.089 0.304 3.990
N 1.784 0.425 2.580
C 0.401 0.526 2.169
C 2.733 0.431 1.616
C 4.172 0.320 2.027
O 2.371 0.482 0.428
H 1.154 0.392 4.547
H 2.784 1.098 4.296
H 2.562 -0.664 4.211
H 0.182 1.497 1.703
H 0.155 -0.236 1.421
H -0.241 0.393 3.044
H 4.374 -0.650 2.502
H 4.781 0.406 1.125
H 4.440 1.129 2.718
*
```

***

# 4
# C21H36CuP2Se

C21H36CuP2Se as an isolated structure (ωB97M-V with the def2-TZVPD basis set, OMol25).

The HOMO energy (alpha / beta) is -0.2085 / -0.2146 Eh.

Structure (ORCA input):
```
! wB97M-V def2-TZVPD RIJCOSX def2/J DEFGRID3
* xyz 0 2
P -0.431 -2.189 0.906
P -0.778 1.731 1.637
C -0.900 -0.687 -0.074
C -0.259 0.688 0.167
H -1.992 -0.638 0.011
H -0.682 -0.936 -1.139
H 0.837 0.586 0.256
H -0.465 1.336 -0.710
C -2.425 2.313 0.964
H -2.823 3.107 1.615
H -3.134 1.472 0.962
H -2.298 2.700 -0.061
C 0.153 3.269 1.233
H 0.210 3.416 0.149
H 1.168 3.213 1.643
H -0.349 4.131 1.688
C -1.432 -3.479 0.131
H -1.600 -4.307 0.834
H -0.919 -3.867 -0.763
H -2.399 -3.053 -0.178
C 1.306 -2.503 0.498
H 1.927 -1.672 0.865
H 1.423 -2.608 -0.594
H 1.619 -3.436 0.992
Cu 0.747 -0.096 -2.763
C 0.984 1.363 -4.039
C -0.347 1.299 -3.576
C -1.475 0.552 -4.231
C -1.132 -0.919 -4.648
C -0.168 -1.614 -3.716
C 1.227 -1.559 -3.868
C 1.942 -0.860 -5.009
C 1.570 0.641 -5.228
C -0.677 -1.934 2.655
H 1.634 2.175 -3.699
H -0.664 2.025 -2.812
H -1.862 1.058 -5.125
H -2.298 0.533 -3.499
H -2.086 -1.471 -4.705
H -0.724 -0.915 -5.678
H -0.624 -2.428 -3.138
H 1.857 -2.259 -3.310
H 1.847 -1.398 -5.958
H 3.009 -0.880 -4.730
H 2.529 1.144 -5.435
H 0.958 0.738 -6.133
H 0.126 -1.287 3.058
H -0.634 -2.908 3.162
H -1.665 -1.485 2.835
Se 1.863 0.786 2.684
C 1.290 0.947 4.430
C 0.096 1.636 4.767
C -0.362 1.662 6.072
C 0.363 1.038 7.103
C 1.579 0.397 6.789
C 2.038 0.353 5.482
H -0.499 2.124 3.980
H -1.307 2.162 6.300
H -0.022 1.037 8.122
H 2.154 -0.080 7.581
H 2.975 -0.160 5.251
*
```